[1]
A structure of composition C4H8I2 at a distorted geometry. Source: the OMol25 dataset; level of theory: ωB97M-V with the def2-TZVPD basis set.

Summary:
Gap between HOMO and LUMO (eV): 8.88

ORCA input file:
```
! wB97M-V def2-TZVPD RIJCOSX def2/J DEFGRID3
* xyz 0 1
C 1.430 -0.081 -0.684
H -0.437 -0.181 -3.322
C -0.544 -0.303 -2.262
H -0.632 -1.376 -2.034
C -0.787 0.150 2.517
H -1.543 -0.558 2.091
I 1.263 -2.094 0.022
H -0.864 0.095 3.686
H -0.910 1.295 2.236
H -1.421 0.206 -1.898
H 0.204 -0.074 2.337
C 0.493 0.419 -1.461
H 0.778 1.486 -1.645
I 2.970 1.015 0.417
*
```



[2]
A structure of composition C4H8I2O8S2Ti at a distorted geometry. Source: the OMol25 dataset; level of theory: ωB97M-V with the def2-TZVPD basis set.

Summary:
Gap between HOMO and LUMO (alpha / beta) (eV): 5.26 / 3.80

ORCA input file:
```
! wB97M-V def2-TZVPD RIJCOSX def2/J DEFGRID3
* xyz 0 5
H -9.190 23.336 -25.218
H -1.830 26.121 -25.387
Ti -4.636 22.816 -21.486
H -8.904 24.602 -22.839
O -1.444 23.114 -25.162
H -8.533 25.498 -24.337
O -2.461 24.891 -23.764
H -2.318 26.756 -23.742
S -1.518 23.513 -23.759
O -5.357 25.275 -25.467
O -1.892 22.614 -22.659
H -8.395 22.486 -23.853
S -5.848 24.275 -24.543
C -0.296 25.674 -23.968
H 0.053 26.501 -23.349
C -1.761 26.007 -24.305
O -7.155 23.374 -25.255
O -0.243 24.507 -23.273
O -6.921 24.806 -23.304
C -8.362 23.357 -24.509
O -4.744 23.574 -23.872
I -3.931 25.438 -20.311
C -8.260 24.645 -23.717
H 0.268 25.722 -24.899
I -4.531 20.665 -19.581
*
```



[3]
A structure of composition C4H8IN2 at a distorted geometry. Source: the OMol25 dataset; level of theory: ωB97M-V with the def2-TZVPD basis set.

Summary:
Gap between HOMO and LUMO (eV): 9.57

ORCA input file:
```
! wB97M-V def2-TZVPD RIJCOSX def2/J DEFGRID3
* xyz 1 1
N 0.358 2.060 -1.113
H -1.202 -1.397 -0.877
C -0.297 -1.041 1.108
C 0.737 -0.324 -1.032
H 0.565 -0.167 -2.099
H 0.432 1.077 1.705
H 0.061 2.945 -0.743
N -0.217 -1.352 -0.360
C 0.350 1.040 -0.411
H -1.251 -1.212 1.429
I -2.064 1.736 1.405
C -0.204 0.860 0.933
H 1.853 -0.669 -0.947
H 0.183 -2.358 -0.417
H 0.694 -1.197 1.419
*
```



[4]
A structure of composition C4H8IN2S at a distorted geometry. Source: the OMol25 dataset; level of theory: ωB97M-V with the def2-TZVPD basis set.

Summary:
Gap between HOMO and LUMO (alpha / beta) (eV): 6.76 / 7.98

ORCA input file:
```
! wB97M-V def2-TZVPD RIJCOSX def2/J DEFGRID3
* xyz 1 1
H -0.860 -1.745 -0.945
H 0.089 -0.410 4.121
C -0.643 -0.073 3.168
S 0.935 1.043 0.016
C -0.143 -0.185 0.131
H 0.027 0.750 2.962
H 0.820 -0.987 -2.696
C 1.184 0.814 -1.807
C 0.135 -0.283 -2.174
I -2.207 -2.203 2.061
H -1.635 0.402 3.545
N -0.537 -1.166 2.325
N -0.490 -0.813 -0.941
H -0.807 0.064 -2.772
H 0.982 1.827 -2.211
H 2.204 0.543 -2.073
*
```



[5]
A cluster of 2 separate species, C4H8INOS in total at a distorted geometry. Source: the OMol25 dataset; level of theory: ωB97M-V with the def2-TZVPD basis set.

Summary:
Gap between HOMO and LUMO (alpha / beta) (eV): 6.10 / 8.40

ORCA input file:
```
! wB97M-V def2-TZVPD RIJCOSX def2/J DEFGRID3
* xyz 0 1
C 0.411 0.196 0.629
H 1.526 1.400 1.805
H -0.633 1.907 0.396
S -1.041 -0.925 0.777
H 2.415 -0.508 0.297
I -1.065 -0.696 -4.066
H 1.645 0.493 -0.921
C -2.469 -0.568 -2.643
C 0.909 0.520 2.018
H -3.447 -0.872 -0.945
N -2.671 -0.930 -1.488
H 1.428 -0.269 2.368
C 1.559 -0.391 -0.239
H 0.294 0.600 2.838
H 1.178 -1.320 -0.724
O -0.040 1.365 -0.102
*
```



[6]
A structure of composition C4H8KLiO3 at a distorted geometry. Source: the OMol25 dataset; level of theory: ωB97M-V with the def2-TZVPD basis set.

Summary:
Gap between HOMO and LUMO (alpha / beta) (eV): 8.14 / 4.70

ORCA input file:
```
! wB97M-V def2-TZVPD RIJCOSX def2/J DEFGRID3
* xyz 1 2
C 1.331 -0.570 1.231
O -3.157 -0.298 -0.325
C 0.099 -0.218 -1.655
H 1.691 -1.236 0.423
H 1.167 -0.463 -1.815
C -0.258 0.496 -0.425
H 0.440 -1.017 1.716
K -3.703 -1.015 -2.603
H -0.745 1.437 -0.729
Li 4.054 0.053 2.299
H -1.751 0.144 -0.047
C 0.841 0.769 0.555
H 0.490 1.434 1.354
H 1.706 1.241 0.069
H -3.759 0.102 0.304
O -0.739 -0.584 -2.483
O 2.291 -0.277 2.133
*
```



[7]
A structure of composition C4H8LiO3 at a distorted geometry. Source: the OMol25 dataset; level of theory: ωB97M-V with the def2-TZVPD basis set.

Summary:
Gap between HOMO and LUMO (eV): 8.28

ORCA input file:
```
! wB97M-V def2-TZVPD RIJCOSX def2/J DEFGRID3
* xyz 1 1
H 2.818 1.748 1.723
C -1.570 2.009 -1.510
H -0.796 1.817 0.481
O 1.721 -0.833 0.039
H 2.774 1.628 -0.124
C -0.431 1.733 -0.555
H -1.851 3.065 -1.414
O -0.180 0.243 -0.463
H 0.454 2.333 -0.795
H -2.455 1.406 -1.266
H 3.009 -0.751 1.693
C 2.505 -0.167 0.918
C 2.512 1.185 0.840
H -1.263 1.823 -2.547
O 1.083 0.220 -0.990
Li -0.213 -1.503 0.243
*
```



[8]
A structure of composition C4H8MgO3Pt at a distorted geometry. Source: the OMol25 dataset; level of theory: ωB97M-V with the def2-TZVPD basis set.

Summary:
Gap between HOMO and LUMO (alpha / beta) (eV): 6.07 / 7.70

ORCA input file:
```
! wB97M-V def2-TZVPD RIJCOSX def2/J DEFGRID3
* xyz 1 4
H -3.490 1.962 -1.212
C -2.701 0.168 -0.157
H -1.109 -1.647 -1.258
O 1.180 -0.782 -0.043
H -1.761 -2.291 0.290
H 0.412 -2.059 1.379
Pt 0.135 0.882 0.222
H 0.715 -2.802 -0.202
H -3.363 0.054 0.723
Mg 2.804 0.227 0.142
C -1.043 -1.591 -0.160
H -1.707 2.140 -0.718
O 1.896 1.847 -0.090
C 0.381 -1.873 0.291
C -2.653 1.568 -0.629
O -1.385 -0.251 0.225
H -3.086 -0.507 -0.938
*
```



[9]
The ion C4H8N with charge +1 at a distorted geometry. Source: the OMol25 dataset; level of theory: ωB97M-V with the def2-TZVPD basis set.

Summary:
Gap between HOMO and LUMO (eV): 8.64
SMILES: C=[NH+]/C=C/C

ORCA input file:
```
! wB97M-V def2-TZVPD RIJCOSX def2/J DEFGRID3
* xyz 1 1
H -0.677 -2.471 -1.525
H 0.272 -1.123 -2.366
H -0.757 0.137 1.646
H 0.372 2.909 0.659
H -0.930 2.686 2.078
C 0.166 -0.938 -0.226
C 0.120 0.379 -0.138
H 0.384 1.124 -0.872
H 0.196 -1.491 0.749
C -0.230 2.218 1.405
C 0.163 -1.804 -1.441
H 1.025 -2.519 -1.227
N -0.104 0.893 1.259
*
```



[10]
The ion C4H8N with charge +1 at a distorted geometry. Source: the OMol25 dataset; level of theory: ωB97M-V with the def2-TZVPD basis set.

Summary:
Gap between HOMO and LUMO (eV): 8.98
SMILES: CCC#C[NH3+]

ORCA input file:
```
! wB97M-V def2-TZVPD RIJCOSX def2/J DEFGRID3
* xyz 1 1
H 2.330 0.524 -2.109
H -2.561 -0.348 1.723
C 1.461 0.131 -0.311
N 2.167 1.004 -1.162
H -1.514 0.849 1.279
C -1.843 -0.068 0.871
C 0.218 -0.620 -0.327
H -2.499 0.326 0.054
H 3.158 1.105 -0.798
H -1.240 -1.958 0.071
C -0.772 -1.146 0.564
H -0.441 -1.568 1.419
H 1.535 1.768 -1.274
*
```



[11]
The ion C4H8N with charge +1 at a distorted geometry. Source: the OMol25 dataset; level of theory: ωB97M-V with the def2-TZVPD basis set.

Summary:
Gap between HOMO and LUMO (eV): 10.73
SMILES: C=C[N+](=C)C

ORCA input file:
```
! wB97M-V def2-TZVPD RIJCOSX def2/J DEFGRID3
* xyz 1 1
H -3.177 0.550 -0.205
H 1.928 0.437 -1.084
H -2.436 -0.576 -1.366
C -2.411 -0.103 -0.410
H -1.187 0.511 1.190
H 1.877 1.317 0.508
H 0.632 -2.294 0.892
H 0.755 1.554 -0.756
H 2.162 -1.437 0.367
C 1.321 0.846 -0.264
C -1.248 0.063 0.139
N 0.535 -0.263 0.149
C 1.051 -1.411 0.389
*
```



[12]
The ion C4H8N with charge +1 at a distorted geometry. Source: the OMol25 dataset; level of theory: ωB97M-V with the def2-TZVPD basis set.

Summary:
Gap between HOMO and LUMO (eV): 10.95
SMILES: C#C[C@H](C)[NH3+]

ORCA input file:
```
! wB97M-V def2-TZVPD RIJCOSX def2/J DEFGRID3
* xyz 1 1
H 2.992 0.349 1.709
H -0.904 1.237 0.825
C 1.306 -0.004 0.377
C 2.250 0.004 1.092
H -1.363 -0.983 0.554
H -0.465 2.166 -0.683
H -1.728 1.013 -0.716
C 0.155 -0.053 -0.405
H -0.011 -2.067 -0.020
N -0.693 -1.311 -0.128
H -1.247 -1.509 -0.964
C -0.804 1.252 -0.243
H 0.513 -0.093 -1.397
*
```